No. 1
Below is an isolated molecule of C9H11N3 at a distorted geometry, with properties calculated with ωB97M-V with the def2-TZVPD basis set.

Structure (XYZ):
```
23
Properties=species:S:1:pos:R:3
C 0.11 1.72 -2.50
C -1.25 1.66 -2.25
C -0.11 0.43 -0.82
C 1.80 -2.20 -0.27
C 0.53 -1.81 -0.38
C 2.44 -1.20 0.65
C 0.37 -0.46 0.32
C -0.95 0.84 2.16
C -0.71 -0.55 1.45
N 0.80 0.96 -1.59
N 1.66 -0.20 0.84
N -1.40 0.80 -1.13
H 0.72 2.19 -3.20
H -2.18 2.11 -2.69
H 2.48 -2.97 -0.64
H -0.27 -2.30 -0.97
H 3.46 -1.17 1.04
H -0.28 1.55 1.84
H -0.80 0.67 3.16
H -2.07 1.21 2.06
H -1.78 -0.87 1.03
H -0.40 -1.17 2.34
H -2.15 0.78 -0.46
```

Summary:
Net charge: 0
Energy: -513.74097 Eh
Maximum force: 4.20 eV/A
Energy relative to the best compared isomer or geometry (same formula, charge and spin): 260.0 kJ/mol
Gap between HOMO and LUMO: 0.3417 Eh

Atom-resolved charges from Löwdin, all expressed in e: -0.14, -0.08, -0.32, -0.04, -0.03, -0.11, -0.46, -0.10, -0.15, 0.12, 0.10, 0.11, 0.07, 0.11, 0.10, 0.13, 0.11, 0.04, 0.03, 0.11, 0.14, 0.12, 0.13

No. 2
Below is an isolated molecule of C16H21F3N4O3S at a distorted geometry, with properties calculated with ωB97M-V with the def2-TZVPD basis set.

Structure (XYZ):
```
48
Properties=species:S:1:pos:R:3
C 1.27 3.34 -1.78
C 2.43 3.22 -0.80
H 2.53 4.12 -0.18
H 3.37 3.02 -1.33
O 2.19 2.15 0.12
C 2.67 0.96 -0.20
O 3.45 0.72 -1.07
C 2.25 -0.10 0.87
N 1.84 -1.27 0.16
C 1.03 -1.05 -0.95
O 0.77 0.09 -1.29
N 0.62 -2.15 -1.60
C -0.30 -2.01 -2.71
H -0.53 -0.95 -2.83
H 0.15 -2.39 -3.63
H -1.22 -2.56 -2.50
C 1.03 -3.49 -1.23
H 0.51 -3.83 -0.33
H 2.11 -3.52 -1.07
H 0.78 -4.16 -2.05
H 1.73 -2.12 0.70
N 1.27 0.40 1.84
C -0.04 0.59 1.43
C -0.99 -0.38 1.18
C -0.77 -1.75 1.33
N -0.62 -2.89 1.43
C -2.26 0.16 0.79
C -2.26 1.52 0.77
S -0.71 2.17 1.19
C -3.39 2.44 0.44
H -3.58 2.43 -0.64
H -4.30 2.14 0.95
H -3.14 3.45 0.73
C -3.44 -0.71 0.49
H -3.11 -1.59 -0.06
C -4.12 -1.16 1.79
H -3.43 -1.74 2.40
H -4.99 -1.78 1.56
H -4.45 -0.30 2.37
H -4.15 -0.17 -0.13
H 1.64 1.24 2.28
C 3.51 -0.45 1.69
F 4.47 -0.99 0.95
F 4.01 0.64 2.29
F 3.23 -1.33 2.66
H 0.36 3.63 -1.25
H 1.50 4.08 -2.54
H 1.10 2.37 -2.25
```

Summary:
Net charge: 0
Energy: -1764.87766 Eh
Maximum force: 1.29 eV/A
Energy relative to the best compared isomer or geometry (same formula, charge and spin): 0.0 kJ/mol
Gap between HOMO and LUMO: 0.3253 Eh

Atom-resolved charges from Löwdin, all expressed in e: -0.06, -0.19, 0.13, 0.12, -0.03, -0.46, 0.16, -0.26, 0.18, -0.51, 0.07, -0.12, -0.03, 0.09, 0.09, 0.09, -0.04, 0.06, 0.10, 0.09, 0.13, 0.10, -0.48, -0.21, -0.18, 0.19, -0.25, -0.51, 1.15, -0.09, 0.09, 0.08, 0.07, -0.19, 0.11, -0.08, 0.07, 0.07, 0.08, 0.11, 0.13, -0.57, 0.18, 0.17, 0.16, 0.06, 0.08, 0.07